1.
ORCA calculation (the ωB97M-V functional and the def2-TZVPD basis) on a structure of composition C32H46CoN4O12P2SSi.

<S²>   0.9986
2S+1   2
Net charge   -2
HOMO (alpha / beta)   -0.04951 / -0.05479 Eh
Energy   -5122.64933 Ha

Last column: Löwdin spin population.
CARTESIAN COORDINATES (ANGSTROEM)
H -0.082 3.696 -3.178  0.00
O 1.115 3.377 2.928  -0.01
H 4.244 -5.118 -0.625  0.00
C -0.755 5.294 3.677  0.00
O -0.851 4.976 -2.047  0.00
O 1.613 -1.700 -2.304  0.00
H 0.133 1.657 4.966  0.00
C -2.053 -4.401 -0.533  0.00
C -2.641 1.788 -2.012  0.00
C 4.631 -4.124 -0.853  0.00
H -0.307 5.694 1.135  0.00
H 5.044 -3.093 1.727  0.00
H 3.358 -2.543 1.932  0.00
C -0.483 -1.112 -3.347  0.00
C 1.710 -0.952 -4.543  0.00
H -0.182 -6.272 0.434  0.00
C -1.736 -1.177 4.899  0.00
C -3.018 -0.562 0.726  0.01
H -0.360 -0.106 -2.947  0.00
C -2.150 -1.157 3.569  0.00
C -1.121 4.011 3.248  0.00
H -4.493 -1.460 -1.368  0.00
O 1.950 5.066 -1.954  0.00
H 4.525 -3.949 -1.925  0.00
H 1.185 5.495 -2.367  0.00
C -3.441 1.297 -3.025  0.00
C -0.053 3.050 2.828  0.00
N -2.071 0.090 1.403  -0.04
H 2.718 -1.367 -4.610  0.00
N -2.484 1.169 -0.845  0.00
H 2.435 0.899 -1.858  0.00
H 0.248 -3.240 -4.968  0.00
O -0.044 -3.221 -0.942  0.00
O 2.473 1.770 -2.306  0.00
O -0.219 5.954 0.206  0.00
H 1.733 -3.664 -4.076  0.00
O 0.199 1.592 -1.234  0.01
C -0.508 0.872 4.580  0.00
C 4.007 -3.258 1.425  0.00
C 4.348 -1.674 -0.480  0.00
C 0.891 -1.747 -3.524  0.00
C -0.603 -4.204 -0.087  0.00
H 3.707 -4.270 1.707  0.00
C 2.349 3.934 0.135  0.00
H 0.466 -3.692 1.721  0.00
Co -1.150 1.507 0.568  1.00
H -2.641 -3.521 -0.274  0.00
H 5.689 -4.079 -0.585  0.00
C 1.424 4.105 -1.040  0.00
H 0.167 -3.753 -3.263  0.00
C -1.735 6.210 4.001  0.00
P -0.350 4.599 -0.680  0.00
O -3.742 -1.494 1.106  0.01
C -0.881 0.895 3.229  0.00
H 2.498 4.899 0.620  0.00
C -1.729 -0.131 2.731  0.00
H 3.840 -0.921 0.120  0.00
C -0.565 -3.766 1.374  0.00
H -1.477 7.208 4.335  0.00
H -2.123 2.731 -2.125  0.00
H -3.869 6.514 4.112  0.00
C 3.835 -3.063 -0.084  0.00
C -3.065 5.826 3.888  0.00
C -3.979 -0.539 -1.608  0.00
S 1.122 -0.666 0.622  0.00
H -1.029 -1.063 -4.292  0.00
C -3.161 0.022 -0.639  0.00
H 3.312 3.553 -0.209  0.00
C -4.121 0.098 -2.826  0.00
H -2.091 -4.549 -1.615  0.00
H -1.057 -1.691 -2.624  0.00
H -3.537 1.851 -3.948  0.00
H -1.113 -4.476 1.999  0.00
H 0.300 5.529 3.742  0.00
H -4.357 4.185 3.374  0.00
C -3.330 4.529 3.466  0.00
H -2.490 -5.272 -0.037  0.00
Si 1.235 -2.197 -0.760  0.00
C 0.183 -5.511 -0.260  0.00
H -2.810 -1.915 3.179  0.00
P 1.114 2.514 -1.924  0.00
C -0.932 -0.164 5.400  0.00
H 0.085 -5.882 -1.284  0.00
O -1.099 3.597 0.144  0.01
H -2.051 -1.987 5.548  0.00
O 2.471 -3.264 -0.399  0.00
O 0.584 2.986 -3.355  0.00
H 1.242 -0.991 -5.529  0.00
H -1.022 -2.784 1.470  0.00
H 4.115 -1.488 -1.530  0.00
H 1.938 3.244 0.868  0.00
H 1.235 -5.313 -0.063  0.00
H 5.428 -1.611 -0.327  0.00
H -0.621 -0.185 6.439  0.00
N -2.401 3.640 3.163  0.00
H 1.781 0.088 -4.223  0.00
H -4.747 -0.314 -3.607  0.00
C 0.748 -3.199 -3.997  0.00
N -0.498 1.844 2.321  0.00

Cartesian forces (eV/Å) of the 3 atoms listed first:
H 0.095 -0.031 -0.092
O -0.083 0.443 -0.019
H 0.001 -0.018 0.012

***

2.
ORCA calculation (the ωB97M-V functional and the def2-TZVPD basis) on a structure of composition C32H46F5IrN5O2PS4Sb.

<S²>   8.7687
2S+1   6
Net charge   +2
HOMO (alpha / beta)   -0.46113 / -0.46628 Eh
Energy   -4448.73856 Ha

Last column: Löwdin spin population.
CARTESIAN COORDINATES (ANGSTROEM)
C -2.571 6.236 3.098  0.00
C 0.478 -6.017 -2.017  0.00
C -3.828 6.140 3.682  0.00
H 5.485 -1.274 0.952  0.00
N 3.852 2.079 -0.754  0.01
C -4.708 5.140 3.295  0.00
F -0.524 -2.193 0.454  0.05
H 2.100 4.457 -2.033  0.00
C 2.715 2.665 -1.273  0.02
H 0.985 -5.422 3.123  0.00
H 1.943 -7.818 2.610  0.00
C -1.214 4.159 -3.707  0.00
H -0.542 0.667 3.477  0.00
H -1.431 6.055 -4.684  0.00
C -1.450 3.429 -2.551  0.00
O 1.479 -5.874 -0.944  0.00
H -6.085 0.745 -2.608  0.00
C -5.660 0.785 -1.615  0.00
N 2.971 0.084 0.082  0.16
F -1.884 -0.524 0.742  0.03
C -1.607 5.490 -3.779  0.00
H -1.642 -6.307 -2.044  0.00
H -0.866 -6.878 -0.564  0.00
H -1.086 -5.137 -0.838  0.00
C -2.481 5.369 -1.541  0.00
C -4.031 1.639 -0.085  0.00
H 0.232 -3.969 -2.663  0.00
H -4.145 0.902 1.944  0.00
H -0.056 -0.692 4.542  0.01
C 5.467 -1.161 -0.134  0.00
N 1.596 2.028 -1.331  0.13
P 2.685 -4.909 -0.703  0.01
H -5.037 3.463 2.005  0.00
H 7.237 0.410 -0.980  0.00
H -1.165 2.384 -2.514  0.00
C 1.401 -5.078 2.176  0.00
H 1.459 -7.549 0.931  0.00
H -1.053 -0.997 3.104  0.00
H -7.064 -0.601 -0.789  0.00
N 2.893 3.925 -1.719  0.01
C 6.343 1.022 -1.025  0.00
H 1.515 -4.842 -3.519  0.00
H 0.622 -5.154 1.417  0.00
H 1.689 -4.032 2.284  0.00
C -0.809 -0.947 0.001  0.18
C -2.239 6.092 -2.702  0.00
H 3.773 4.405 -1.658  0.00
C 0.528 -4.934 -3.069  0.00
H 2.379 0.276 4.391  0.01
H -6.103 -0.517 1.482  0.00
H -2.980 5.847 -0.707  0.00
H 2.030 1.509 3.150  0.00
H 3.362 -5.835 2.593  0.00
F -2.291 -1.992 -1.556  0.01
C -1.314 -1.096 -1.443  0.03
H 4.710 -1.823 -0.556  0.00
H 0.858 2.588 -1.743  0.00
S 1.220 -0.682 2.539  0.19
H -0.741 3.686 -4.557  0.00
C 2.261 -7.409 1.651  0.00
H -1.892 7.021 3.399  0.00
C -5.669 0.075 0.688  0.00
C -4.336 4.226 2.319  0.00
Sb -2.472 2.965 0.283  0.04
C -4.563 1.598 -1.369  0.00
C 2.594 -5.944 1.827  0.00
C -2.187 5.326 2.128  0.01
H 6.536 1.900 -0.403  0.00
O 3.292 -5.440 0.636  0.00
H 3.336 0.322 2.900  0.00
H 6.430 -1.459 -0.533  0.00
F -0.322 -1.443 -2.261  0.01
H 6.184 1.319 -2.062  0.00
C -0.259 -0.382 3.519  0.02
H -0.176 -5.210 -3.855  0.00
C 3.995 0.746 -0.389  0.03
S 4.085 -4.825 -2.101  0.59
H -4.141 2.193 -2.170  0.00
F -1.790 0.097 -1.866  0.01
S -0.356 2.324 1.109  0.34
C -6.208 0.029 -0.591  0.00
H 3.167 -0.905 0.225  0.01
N 5.221 0.232 -0.517  0.02
C -3.075 4.324 1.741  0.02
H 0.731 -6.980 -2.463  0.00
H 4.702 2.612 -0.825  0.00
H -4.123 6.851 4.441  0.00
C -0.860 -6.091 -1.317  0.00
Ir 0.849 0.458 0.132  2.65
H -2.550 7.126 -2.765  0.00
H 3.137 -7.963 1.318  0.00
C 2.348 0.482 3.322  0.02
C -4.573 0.881 0.949  0.00
C -2.081 4.039 -1.468  0.00
H -1.201 5.398 1.683  0.00
H -5.687 5.072 3.749  0.00
S 2.256 -2.982 -0.734  0.39

Cartesian forces (eV/Å) of the 3 atoms listed first:
C 0.001 -0.007 -0.018
C 0.062 -0.074 0.035
C -0.004 0.009 0.015

***

Max |F|, respectively: 1.667 0.651 eV/A.